Here is the molecule C5H12Si2 at a distorted geometry from the OMol25 dataset. Energies are from ωB97M-V/def2-TZVPD.

XYZ file:
```
19
Properties=species:S:1:pos:R:3
C -0.5856 -0.5856 -0.1306
C 0.8563 -0.4662 -0.1425
C 0.0714 0.7828 0.2338
C -0.1751 1.3008 1.5771
C -0.0922 1.9069 -0.8088
Si -2.1345 -1.4707 -0.4871
Si 2.4206 -1.5456 -0.3307
H -1.0375 1.9837 1.4020
H 0.6132 1.8327 2.0856
H -0.3119 0.4930 2.2587
H -1.0808 2.3406 -0.6180
H -0.0536 1.6037 -1.8699
H 0.6517 2.6375 -0.7929
H -2.0634 -2.4918 -1.5762
H -3.0886 -0.3505 -0.6463
H -2.1897 -2.4032 0.5099
H 3.6409 -0.8583 0.1755
H 2.2762 -2.1474 -1.7834
H 2.2826 -2.5623 0.9437
```

Computed properties:
HOMO energy (eV): -8.752
Molar mass (g mol⁻¹): 128.32

Here are the Mulliken charges for atoms 1 to 8, given in e: -0.415, -0.320, 1.480, -1.372, -1.575, 0.264, 0.182, 0.339

Here is a cluster of 15 separate species, C66H134N10O5 in total at a distorted geometry from the OMol25 dataset. Energies are from ωB97M-V/def2-TZVPD.

XYZ file:
```
215
Properties=species:S:1:pos:R:3
C 14.5390 21.5401 10.6701
C 14.1412 22.6232 9.6574
C 13.1852 23.4604 10.4859
O 12.5073 22.6188 11.4287
C 13.1916 21.3574 11.4365
H 15.2465 21.9952 11.3572
H 14.8977 20.6300 10.2650
H 13.5474 22.1969 8.8001
H 14.9280 23.2931 9.2090
H 12.4366 24.0658 9.9624
H 13.7637 24.1970 11.1136
H 12.5862 20.6399 10.8606
H 13.3198 20.9788 12.4670
C 13.8636 13.1133 12.2419
C 12.9969 13.4711 10.9629
C 13.9448 14.4344 10.2114
O 14.6512 15.1684 11.2122
C 15.0353 14.2126 12.2515
H 14.2399 12.0821 12.1401
H 13.2744 13.2201 13.1723
H 12.0418 14.0148 11.1489
H 12.7966 12.5139 10.4734
H 13.3906 15.2121 9.6653
H 14.6507 13.8797 9.5356
H 15.0400 14.7308 13.1757
H 15.9976 13.7978 11.9612
C 18.4508 21.9329 19.6787
C 18.9279 21.0513 20.8510
C 17.6910 20.3638 21.3204
O 16.5429 21.1359 20.8564
C 17.0585 22.2842 20.1941
H 18.2863 21.4191 18.7278
H 19.0703 22.8114 19.5157
H 19.3501 21.7186 21.6049
H 19.7511 20.3604 20.6087
H 17.6581 20.3161 22.4036
H 17.5516 19.3167 20.9484
H 17.1066 23.1325 20.8683
H 16.3278 22.5058 19.4149
C 16.9053 21.3362 13.9462
C 15.8931 21.8413 15.0275
C 16.7026 21.6939 16.3314
O 17.9096 21.0169 16.0118
C 17.7515 20.3826 14.7387
H 17.4921 22.1696 13.5931
H 16.4559 20.9261 13.0412
H 15.0371 21.1517 15.0621
H 15.5096 22.8601 14.8345
H 16.1351 21.1481 17.0881
H 17.0346 22.6729 16.7851
H 17.3135 19.3892 14.9473
H 18.7070 20.1661 14.2688
C 16.5821 12.8543 17.1897
C 16.1657 12.1748 15.8702
C 15.6884 10.8493 16.4457
O 15.1104 11.1827 17.7556
C 15.4542 12.5394 18.1452
H 16.8139 13.9293 17.0738
H 17.5018 12.3974 17.5828
H 16.9641 12.0640 15.1420
H 15.3298 12.7250 15.4106
H 16.5354 10.1754 16.5262
H 14.8478 10.3403 15.8858
H 15.7387 12.5800 19.2088
H 14.5473 13.1480 18.0760
C 17.8464 16.3954 22.2415
C 19.3390 16.5734 21.9433
C 19.6838 16.0887 20.4977
C 19.4785 14.6435 20.3212
N 19.4062 13.5125 20.2474
H 17.5705 16.8589 23.2348
H 17.5027 15.3766 22.2045
H 17.2463 16.9935 21.5313
H 19.8725 16.0457 22.7575
H 19.6366 17.6293 22.0024
H 20.7740 16.2653 20.3883
H 19.1283 16.5915 19.7194
C 22.0817 17.9724 17.0859
C 20.7305 18.7372 16.9910
C 20.8201 20.2790 17.0195
C 21.4615 20.7803 18.2394
N 21.9445 21.2111 19.1784
H 21.8170 16.9136 17.1072
H 22.4943 18.1701 18.0924
H 22.8142 18.2214 16.3229
H 20.0650 18.3863 17.8012
H 20.2438 18.4927 16.0464
H 19.8120 20.6794 16.8988
H 21.4397 20.6109 16.1813
C 8.6493 16.1835 16.9944
C 9.9276 17.0371 17.1300
C 10.7634 16.7796 18.3755
C 10.0819 17.2576 19.6095
N 9.5313 17.6560 20.5090
H 8.1957 16.3121 16.0302
H 7.9296 16.4021 17.8023
H 8.9305 15.1449 17.1635
H 9.6631 18.0932 17.0571
H 10.5760 16.8915 16.2508
H 11.6698 17.3604 18.2921
H 11.0327 15.7290 18.4773
C 13.4538 21.7565 20.5302
C 13.8807 20.6420 19.5904
C 12.7184 19.7442 19.1907
C 11.7106 20.3886 18.3316
N 11.0070 20.9952 17.6571
H 13.1146 21.4476 21.5180
H 12.6566 22.3759 20.0847
H 14.2332 22.4631 20.7484
H 14.6807 20.1161 20.1251
H 14.2880 21.0736 18.6681
H 12.1939 19.3917 20.1043
H 13.0480 18.8771 18.6208
C 12.2904 9.5629 19.3025
C 11.6919 10.4755 18.3133
C 11.9788 11.9212 18.6627
C 11.7709 12.8718 17.5364
N 11.5817 13.6204 16.6976
H 13.3114 9.9078 19.5774
H 12.4316 8.5568 18.9531
H 11.7421 9.5110 20.2302
H 10.6409 10.2233 18.1031
H 12.2535 10.3206 17.3938
H 13.0649 11.9625 18.8292
H 11.4568 12.2916 19.5254
C 17.9383 14.7810 13.7120
C 19.1141 15.6781 14.1105
C 19.9311 15.0564 15.2247
C 19.3833 15.2808 16.5909
N 18.9847 15.5295 17.6165
H 18.3073 13.8328 13.3134
H 17.3515 15.2350 12.9361
H 17.2745 14.5976 14.5511
H 18.7349 16.6504 14.4098
H 19.8018 15.8027 13.2671
H 20.9275 15.5344 15.1579
H 20.1610 14.0057 15.0700
C 14.8250 15.1283 20.8120
C 13.9975 16.4146 20.6189
C 12.7018 16.3135 21.3988
C 11.8552 15.1328 21.2141
N 11.1099 14.2604 21.1099
H 14.9978 14.9514 21.8691
H 15.7596 15.1580 20.2590
H 14.1867 14.2615 20.5350
H 13.8421 16.5847 19.5403
H 14.6300 17.2482 20.8859
H 12.0398 17.1261 21.0578
H 12.8045 16.3580 22.4992
C 10.1291 20.1797 13.2559
C 9.8375 18.6801 13.4102
N 10.4086 17.9865 12.2390
C 9.8056 16.6640 12.0288
C 10.1760 15.5971 13.1021
C 11.8637 17.9933 12.1860
C 12.3657 17.8052 10.7999
H 11.1532 20.3442 13.6474
H 9.3782 20.7840 13.7686
H 10.0380 20.4467 12.2170
H 10.2380 18.2963 14.3864
H 8.7390 18.5236 13.3404
H 8.7215 16.8019 12.0484
H 10.1359 16.3699 11.0106
H 11.2399 15.3410 13.1133
H 9.7504 15.8672 14.0505
H 9.6812 14.6371 12.7801
H 12.3652 17.2459 12.7342
H 12.1513 18.9503 12.5834
H 12.2915 16.7646 10.5193
H 13.4062 18.0148 10.8072
H 11.8320 18.3807 10.0379
C 16.5131 18.2671 18.4877
C 15.8953 17.2461 17.5610
N 14.5061 17.5092 17.1846
C 14.4585 18.5988 16.1465
C 13.1203 18.8056 15.4122
C 13.8733 16.2973 16.7417
C 14.3707 15.6484 15.4354
H 17.4027 17.7810 18.8846
H 15.8145 18.5319 19.3081
H 16.7905 19.1935 17.9760
H 16.5232 17.2161 16.6352
H 15.9417 16.2314 17.9991
H 14.7384 19.5586 16.5957
H 15.2048 18.3829 15.3712
H 12.7059 17.9995 14.8526
H 12.3032 19.1112 16.0826
H 13.2282 19.6972 14.8017
H 12.7759 16.3928 16.7745
H 13.9983 15.5883 17.5678
H 15.3917 15.2657 15.4791
H 14.1814 16.3059 14.5966
H 13.6815 14.7987 15.3415
C 15.8203 17.9744 12.9140
C 17.0367 18.0821 12.0325
N 16.7441 18.7120 10.7176
C 17.9238 19.3374 10.1713
C 18.3604 20.6150 10.9020
C 16.1695 17.6709 9.8871
C 15.4525 18.0707 8.5978
H 15.0314 17.5890 12.2994
H 15.4877 18.9105 13.3932
H 15.9845 17.2943 13.7311
H 17.7873 18.6853 12.4907
H 17.4754 17.0771 11.8260
H 18.8387 18.7075 10.2021
H 17.7089 19.6047 9.1397
H 19.1437 21.1190 10.3314
H 17.5142 21.3117 10.9658
H 18.8081 20.4463 11.8666
H 15.4148 17.1461 10.4873
H 16.9254 16.9249 9.5641
H 14.9052 17.1963 8.2594
H 16.1524 18.3620 7.8313
H 14.7548 18.8859 8.7430
```

Computed properties:
HOMO energy (eV): -8.134
Molar mass (g mol⁻¹): 1147.86

Here are the Mulliken charges for atoms 1 to 8, given in e: 0.731, -0.613, -0.621, -0.443, 0.801, -0.210, -0.257, 0.307

Energy relative to the best compared isomer or geometry (same formula, charge and spin) / kJ/mol: 405.8; 0.0
E / eV: -21130.0765; -95749.4043